{
  "formula": "C31H86O17",
  "method": "the ωB97M-V functional and the def2-TZVPD basis",
  "largest_force_ev_per_a": 2.01,
  "de_lowest_ev": 0.926,
  "charge": 0,
  "homo_energy_ha": -0.3513,
  "spin_multiplicity": 1,
  "smiles": "CC(C)O.CC(C)O.CC(C)O.CC(C)O.CC(C)O.CC(C)O.CC(C)O.OCCO.OCCO.OCCO.OCCO.OCCO",
  "species": ["C", "C", "C", "O", "H", "H", "H", "H", "H", "H", "H", "H", "C", "C", "C", "O", "H", "H", "H", "H", "H", "H", "H", "H", "C", "C", "C", "O", "H", "H", "H", "H", "H", "H", "H", "H", "C", "C", "C", "O", "H", "H", "H", "H", "H", "H", "H", "H", "C", "C", "C", "O", "H", "H", "H", "H", "H", "H", "H", "H", "C", "C", "C", "O", "H", "H", "H", "H", "H", "H", "H", "H", "C", "C", "C", "O", "H", "H", "H", "H", "H", "H", "H", "H", "O", "C", "C", "O", "H", "H", "H", "H", "H", "H", "O", "C", "C", "O", "H", "H", "H", "H", "H", "H", "O", "C", "C", "O", "H", "H", "H", "H", "H", "H", "O", "C", "C", "O", "H", "H", "H", "H", "H", "H", "O", "C", "C", "O", "H", "H", "H", "H", "H", "H"],
  "coordinates": [[-1.305, -4.197, -0.779], [-2.291, -3.863, -1.896], [-1.630, -4.015, -3.284], [-3.393, -4.759, -1.843], [-1.809, -4.265, 0.184], [-0.549, -3.408, -0.748], [-0.757, -5.122, -0.978], [-2.634, -2.838, -1.746], [-1.221, -5.018, -3.428], [-0.802, -3.323, -3.357], [-2.295, -3.789, -4.118], [-3.088, -5.645, -2.060], [1.572, -1.065, 3.922], [0.987, 0.050, 4.776], [1.923, 0.433, 5.914], [0.722, 1.198, 4.002], [1.875, -1.908, 4.550], [2.516, -0.726, 3.487], [0.885, -1.388, 3.140], [0.070, -0.308, 5.262], [2.946, 0.635, 5.577], [1.960, -0.365, 6.655], [1.664, 1.402, 6.343], [0.211, 0.996, 3.194], [-2.492, 1.071, -6.179], [-2.732, 0.233, -4.931], [-1.473, -0.452, -4.460], [-3.204, 1.053, -3.861], [-1.565, 1.646, -6.144], [-3.296, 1.766, -6.427], [-2.383, 0.390, -7.030], [-3.498, -0.535, -5.082], [-1.765, -1.221, -3.738], [-0.786, 0.184, -3.899], [-0.881, -0.977, -5.210], [-4.146, 1.249, -3.977], [4.276, -5.295, 1.960], [4.158, -3.997, 1.174], [3.011, -3.094, 1.576], [5.418, -3.306, 1.279], [5.031, -5.949, 1.533], [3.324, -5.839, 1.921], [4.394, -5.123, 3.033], [4.050, -4.235, 0.114], [2.091, -3.659, 1.735], [2.851, -2.343, 0.798], [3.200, -2.492, 2.468], [5.516, -3.079, 2.211], [-0.085, 2.928, -2.737], [0.530, 4.014, -1.873], [1.329, 5.024, -2.681], [-0.559, 4.655, -1.193], [-0.663, 2.225, -2.137], [0.698, 2.414, -3.303], [-0.817, 3.253, -3.483], [1.148, 3.597, -1.070], [1.677, 5.805, -2.005], [0.703, 5.411, -3.485], [2.186, 4.511, -3.121], [-1.391, 4.237, -1.432], [-3.245, -1.848, 1.757], [-2.143, -2.622, 2.486], [-1.974, -2.165, 3.920], [-2.604, -3.971, 2.497], [-3.410, -2.288, 0.773], [-3.019, -0.794, 1.605], [-4.123, -1.954, 2.395], [-1.187, -2.551, 1.955], [-1.266, -2.774, 4.489], [-2.917, -2.247, 4.473], [-1.726, -1.118, 4.113], [-1.910, -4.555, 2.819], [1.193, 0.198, 0.328], [-0.204, 0.776, 0.362], [-1.172, 0.158, -0.627], [-0.704, 0.564, 1.695], [1.829, 0.710, 1.052], [1.678, 0.225, -0.647], [1.147, -0.863, 0.593], [-0.183, 1.851, 0.146], [-1.394, -0.892, -0.418], [-0.658, 0.133, -1.593], [-2.104, 0.697, -0.800], [-1.540, 1.053, 1.751], [-3.455, 3.225, -2.048], [-4.708, 3.122, -1.390], [-5.774, 3.021, -2.471], [-5.816, 1.683, -2.972], [-3.378, 2.521, -2.713], [-4.751, 2.281, -0.689], [-4.885, 4.024, -0.802], [-5.638, 3.805, -3.217], [-6.752, 3.237, -2.023], [-6.725, 1.396, -3.076], [-2.927, 2.310, 2.175], [-3.138, 3.679, 1.833], [-2.539, 4.584, 2.898], [-3.177, 4.434, 4.156], [-3.480, 2.036, 2.910], [-2.728, 3.899, 0.850], [-4.217, 3.863, 1.843], [-2.573, 5.648, 2.665], [-1.469, 4.359, 2.992], [-3.076, 3.534, 4.477], [5.289, 1.220, 0.432], [5.389, -0.198, 0.576], [5.062, -0.814, -0.784], [4.166, 0.032, -1.518], [5.357, 1.574, 1.323], [6.397, -0.499, 0.870], [4.700, -0.509, 1.366], [4.637, -1.817, -0.715], [5.947, -1.017, -1.395], [4.227, 0.896, -1.084], [2.196, -1.732, -2.502], [2.510, -3.096, -2.359], [1.336, -3.935, -2.823], [1.661, -5.297, -2.570], [2.843, -1.191, -2.022], [3.402, -3.398, -2.922], [2.698, -3.320, -1.302], [1.108, -3.761, -3.877], [0.476, -3.608, -2.258], [1.293, -5.816, -3.290], [2.457, 3.449, 3.751], [2.048, 4.573, 2.969], [2.107, 4.196, 1.497], [3.441, 4.162, 1.021], [1.693, 2.853, 3.794], [1.027, 4.870, 3.230], [2.752, 5.376, 3.182], [1.549, 4.878, 0.854], [1.697, 3.187, 1.354], [3.968, 3.579, 1.572]],
  "atomic_forces_ev_per_a": [[0.2145, 0.4042, -0.1318], [0.7710, -1.3323, -0.7000], [-0.2051, 0.7768, 0.2300], [-0.7565, 0.4507, 0.2455], [-0.0550, 0.0235, -0.0522], [-0.0586, 0.0390, 0.3612], [-0.1547, -0.1103, -0.0231], [-0.4398, -0.1203, -0.1272], [-0.0829, -0.0822, 0.1551], [-0.2711, 0.0995, -0.2660], [-0.3098, -0.0966, 0.2041], [0.1511, 0.0340, 0.0115], [0.4465, 0.0689, 0.3928], [0.2103, -0.2891, 0.3434], [0.5845, 0.5509, -0.3697], [-0.0751, 0.6189, -0.0526], [-0.3731, -0.1362, 0.0015], [-0.1962, 0.2419, -0.2370], [0.0333, -0.0415, -0.0237], [-0.1504, 0.0267, -0.2186], [-0.0253, -0.3811, -0.2974], [-0.0676, 0.1461, 0.1610], [-0.5221, -0.2756, 0.2833], [0.0198, -0.3294, -0.0177], [0.0702, -0.3957, -0.6683], [0.1092, 0.6090, -0.1455], [0.2319, -0.8473, 1.0368], [-0.0194, 0.2487, 0.3543], [-0.0079, -0.0040, 0.3475], [-0.1606, -0.1132, 0.2166], [-0.0233, 0.0664, -0.0328], [0.0486, 0.0493, -0.4128], [0.0275, 0.0223, 0.0107], [-0.1573, 0.4208, -0.2927], [-0.2669, 0.2161, -0.3683], [0.0022, -0.3458, -0.0517], [-1.3098, -0.1655, -0.0070], [0.6937, -0.2382, 0.3388], [-0.1096, 0.3678, -0.0833], [-0.2370, 0.2004, -0.1753], [0.2489, 0.1199, 0.2346], [0.0430, -0.0202, -0.2558], [0.5173, 0.1320, -0.0663], [0.1137, -0.0572, 0.0090], [-0.0473, 0.0495, -0.1020], [-0.1633, -0.1263, -0.0849], [0.2222, -0.4200, 0.1818], [0.1204, 0.0043, -0.0135], [0.3535, -0.6007, -0.3564], [-1.1332, -0.0492, -0.1866], [-0.1877, -0.5326, 0.3480], [0.0739, 0.6443, 0.4161], [0.3311, -0.1673, 0.1105], [-0.0731, -0.2760, 0.1707], [0.2112, 0.6734, 0.0785], [0.1848, -0.2303, -0.3344], [0.0264, 0.1937, -0.2396], [0.0554, 0.2501, 0.0714], [0.0903, 0.1289, 0.0111], [-0.0655, -0.0864, -0.1766], [0.4182, -0.2460, 0.3038], [-0.1573, 0.4780, 0.0566], [-0.4351, 0.3887, 1.1521], [-0.0180, -0.2919, -0.2168], [-0.1973, -0.1032, 0.0655], [0.1517, -0.0120, 0.2120], [-0.2639, 0.0757, -0.3307], [-0.0339, 0.0385, -0.0983], [0.1717, -0.0282, -0.2324], [-0.1414, -0.3824, -0.3032], [0.4124, 0.0154, -0.6849], [0.0502, 0.0822, 0.0721], [0.0240, -0.3515, 0.0158], [-0.5194, -0.0041, -0.0014], [0.6216, -0.5819, -1.0611], [0.0537, 0.2844, 0.1005], [0.0191, -0.0209, 0.0296], [-0.2245, 0.3060, -0.0789], [-0.0513, 0.0253, 0.1387], [0.1927, 0.0671, 0.1764], [-0.0022, 0.0653, 0.3560], [-0.1302, 0.0370, -0.0603], [0.0053, 0.1438, 0.3563], [-0.0184, 0.0891, 0.1778], [0.4093, 0.2376, 0.6113], [-0.0767, 0.1674, -1.0208], [-1.3159, -0.0461, 1.5143], [0.4204, 0.1938, -0.5010], [0.2866, -0.0904, 0.1991], [-0.0247, -0.1613, -0.1981], [0.2368, 0.1412, -0.1567], [0.3778, -0.3504, -0.3412], [0.0528, 0.0016, 0.0872], [-0.0154, 0.0668, -0.0649], [0.4812, -0.3469, -0.4628], [-0.7160, 0.5890, 0.9624], [0.8651, -0.1916, 0.1559], [-0.3606, 0.0928, -0.0241], [-0.2033, 0.2064, -0.0618], [0.1474, -0.3175, -0.0176], [-0.0145, 0.0689, -0.3299], [-0.3911, -0.0676, -0.2643], [-0.0159, -0.1563, -0.0214], [0.2545, 0.0158, -0.0079], [0.3234, -0.1133, 0.2081], [0.0157, -0.2617, -0.0108], [-0.0789, -0.1198, -0.6697], [0.1289, -0.4636, 0.3637], [-0.0256, 0.2451, -0.1018], [-0.0137, 0.0234, 0.0182], [-0.1222, -0.2248, -0.1876], [-0.3225, 0.1510, 0.4705], [0.2730, 0.5723, 0.1438], [-0.1031, 0.0818, -0.1497], [-0.2521, -0.0056, -0.1480], [0.2539, -0.1717, 0.0640], [0.8483, 0.4284, 0.2701], [-0.2320, 0.0173, -0.1417], [0.0060, 0.1617, -0.2438], [0.0453, 0.1654, -0.0183], [-0.0488, -0.2143, -0.0396], [0.2603, 0.0160, -0.0601], [0.1803, -0.1970, 0.1552], [0.0389, -0.1407, 0.0921], [-0.0908, 0.4192, -0.0217], [-0.1185, -0.7031, -0.2041], [0.2793, -0.2845, 0.0221], [0.3054, 0.3965, -0.4369], [0.2383, -0.4009, 0.1639], [0.0475, 0.1656, 0.0863], [-0.1172, 0.1421, -0.0610], [0.0839, 0.1352, 0.0749], [-0.4118, 0.1120, 0.2053], [-0.2176, -0.0669, 0.1990]],
  "lowdin_charge": [-0.05, -0.45, -0.07, -0.05, 0.06, 0.07, 0.09, 0.13, 0.09, 0.03, 0.08, 0.09, -0.06, -0.49, -0.05, -0.07, 0.09, 0.07, 0.06, 0.12, 0.08, 0.08, 0.08, 0.05, -0.05, -0.46, -0.05, -0.08, 0.08, 0.08, 0.08, 0.14, 0.06, 0.07, 0.09, 0.06, -0.05, -0.48, -0.06, -0.06, 0.08, 0.08, 0.08, 0.12, 0.09, 0.05, 0.06, 0.09, -0.06, -0.48, -0.04, -0.07, 0.04, 0.09, 0.09, 0.11, 0.08, 0.08, 0.08, 0.04, -0.03, -0.49, -0.06, -0.06, 0.07, 0.06, 0.09, 0.12, 0.08, 0.08, 0.07, 0.09, -0.02, -0.44, -0.04, -0.08, 0.08, 0.07, 0.07, 0.13, 0.07, 0.06, 0.08, 0.05, -0.08, -0.23, -0.22, -0.07, 0.04, 0.12, 0.12, 0.13, 0.12, 0.10, -0.08, -0.21, -0.23, -0.05, 0.09, 0.11, 0.12, 0.13, 0.11, 0.08, -0.07, -0.21, -0.20, -0.09, 0.09, 0.12, 0.11, 0.09, 0.12, 0.08, -0.06, -0.24, -0.27, -0.05, 0.03, 0.13, 0.09, 0.13, 0.05, 0.08, -0.09, -0.22, -0.24, -0.07, 0.04, 0.11, 0.12, 0.11, 0.10, 0.07]
}